Density functional theory data (ωB97M-V/def2-TZVPD) for a molecular structure, C19H18IrN3O5S.

The HOMO energy comes out at -8.62 eV. As for the charge: 0. The energy above the lowest of the compared OMol25 structures with the same formula, charge and spin comes out at 0.092 eV.

Element x y z (Å)
Ir (-2.06830, 0.71007, -0.05655)
O (-3.17314, 0.19397, -3.90914)
C (-3.02819, 0.28306, -2.71364)
O (-2.15396, 1.03485, -2.09243)
C (-3.92023, -0.54548, -1.77874)
C (-4.87384, -1.47372, -2.14210)
C (-5.51212, -2.19439, -1.13592)
C (-5.15384, -2.00766, 0.19685)
C (-4.19242, -1.06295, 0.49052)
N (-3.65546, -0.34666, -0.49196)
C (-3.57820, -0.76355, 1.86587)
O (-3.98814, -1.34785, 2.83960)
O (-2.62282, 0.13285, 1.84351)
H (-5.08779, -1.62372, -3.19091)
H (-6.27747, -2.91505, -1.39179)
H (-5.59003, -2.58051, 1.00301)
C (3.54297, -1.48259, 1.50760)
C (3.20480, -1.34928, 0.03012)
N (1.77872, -1.58963, -0.22346)
C (1.40965, -2.95496, -0.59536)
C (1.40319, -3.15170, -2.10632)
C (0.89018, -0.60185, -0.05622)
S (-0.77483, -1.08890, -0.32059)
N (1.38582, 0.57350, 0.28953)
C (0.73384, 1.70880, 0.50431)
O (-0.50186, 1.89814, 0.42981)
C (1.56783, 2.88730, 0.88267)
C (2.94637, 2.77436, 1.01950)
C (3.70291, 3.88154, 1.37048)
C (3.08761, 5.10587, 1.58781)
C (1.71018, 5.22284, 1.45346)
C (0.95384, 4.11684, 1.10159)
H (4.61395, -1.34953, 1.66466)
H (3.25754, -2.46639, 1.88438)
H (3.00825, -0.72545, 2.08048)
H (3.76428, -2.07258, -0.56362)
H (3.44406, -0.34999, -0.32077)
H (0.43034, -3.18871, -0.18108)
H (2.13213, -3.62350, -0.12676)
H (0.64142, -2.52442, -2.56883)
H (1.18642, -4.19234, -2.34924)
H (2.37284, -2.89135, -2.53312)
H (3.42136, 1.81781, 0.85266)
H (4.77623, 3.78964, 1.47475)
H (3.68070, 5.96888, 1.86202)
H (1.22424, 6.17468, 1.62203)
H (-0.11903, 4.18971, 0.99137)

***

Density functional theory data (ωB97M-V/def2-TZVPD) for C19H18N2O2S in the gas phase in a non-equilibrium geometry.

The SMILES is Cc1ccc(C(c2ccc(C)cc2)C2C(=O)NC(=S)NC2=O)cc1. The HOMO energy comes out at -8.77 eV. As for the charge: 0. The energy above the lowest of the compared OMol25 structures with the same formula, charge and spin comes out at 0.980 eV.

Element x y z (Å)
C (-5.29100, -1.60517, 1.20055)
C (-3.90502, -1.02341, 1.18612)
C (-3.71272, 0.33459, 0.91779)
C (-2.43382, 0.84403, 0.77060)
C (-1.29879, 0.03842, 0.87886)
C (-0.00584, 0.60144, 0.16547)
C (1.32088, -0.00873, 0.73674)
C (2.37381, 0.82230, 1.14421)
C (3.66033, 0.32037, 1.29113)
C (3.91509, -1.03846, 1.10711)
C (5.31419, -1.57389, 1.19537)
C (2.84725, -1.88609, 0.79063)
C (1.56810, -1.36778, 0.55230)
C (-0.03682, 0.62136, -1.36222)
C (-1.25303, 1.18883, -2.14572)
O (-2.38130, 0.68565, -2.03537)
N (-1.12746, 2.32617, -2.95575)
C (0.01943, 3.02328, -3.29333)
S (0.01623, 4.48074, -4.09099)
N (1.14202, 2.33260, -2.88217)
C (1.21688, 1.13847, -2.14439)
O (2.29200, 0.56981, -2.06355)
C (-1.48392, -1.24321, 1.41816)
C (-2.77691, -1.80341, 1.45608)
H (-5.23042, -2.69762, 1.21318)
H (-5.87870, -1.31028, 2.07437)
H (-5.86339, -1.31053, 0.31676)
H (-4.57613, 1.02187, 0.77342)
H (-2.28365, 1.92443, 0.58988)
H (-0.00790, 1.68321, 0.24779)
H (2.15808, 1.88694, 1.33901)
H (4.47821, 1.00992, 1.58371)
H (5.29180, -2.66734, 1.24093)
H (5.91635, -1.30069, 0.32300)
H (5.84658, -1.21364, 2.07759)
H (3.04478, -2.96426, 0.72678)
H (0.77290, -2.04821, 0.22683)
H (-0.07218, -0.46950, -1.48626)
H (-1.98805, 2.71123, -3.35014)
H (2.03089, 2.67259, -3.26435)
H (-0.66670, -1.84105, 1.83828)
H (-2.95203, -2.86500, 1.69167)

***

Density functional theory data (ωB97M-V/def2-TZVPD) for a molecular structure, C19H18N4OPtS2 in a non-equilibrium geometry.

The HOMO energy comes out at -7.48 eV. As for the charge: 0.

Element x y z (Å)
Pt (0.60203, -0.39002, 1.45012)
C (0.05060, -4.06390, -0.67879)
C (-0.30500, -2.83086, 0.08979)
N (0.44342, -1.76502, 0.00540)
N (1.37923, -1.77324, -1.03451)
C (2.20442, -0.78886, -1.00114)
S (2.39098, 0.33662, 0.29343)
S (3.24620, -0.56160, -2.42615)
C (1.96337, 0.11602, -3.54489)
C (1.56856, 1.52663, -3.23190)
C (2.25687, 2.60360, -3.78024)
C (1.92618, 3.90390, -3.43369)
C (0.90254, 4.14310, -2.52761)
C (0.20148, 3.07564, -1.98638)
C (0.53017, 1.77583, -2.33910)
C (-1.51468, -2.81750, 0.91744)
C (-2.66515, -3.44406, 0.41593)
C (-3.84482, -3.45689, 1.12764)
C (-3.88107, -2.86886, 2.39312)
C (-2.77275, -2.24217, 2.91413)
C (-1.57181, -2.16997, 2.18187)
O (-0.51656, -1.59116, 2.68488)
H (0.90743, -4.50985, -0.16723)
H (0.37406, -3.83364, -1.69046)
H (-0.76056, -4.78349, -0.68135)
H (1.10835, -0.55580, -3.48683)
H (2.40753, 0.03043, -4.53672)
H (3.06540, 2.41991, -4.47835)
H (2.47049, 4.73243, -3.86812)
H (0.65527, 5.15810, -2.24403)
H (-0.59954, 3.25388, -1.27976)
H (-0.01546, 0.94346, -1.90878)
H (-2.63744, -3.89623, -0.56745)
H (-4.72633, -3.92836, 0.71566)
H (-4.79487, -2.90586, 2.97373)
H (-2.78612, -1.79119, 3.89765)
N (-0.42366, 3.17089, 3.27769)
C (0.86363, 3.16683, 3.75496)
C (1.41455, 2.00417, 3.31799)
N (0.48072, 1.31709, 2.58188)
C (-0.61799, 2.03870, 2.57736)
H (-1.10891, 3.89179, 3.41793)
H (1.26225, 3.96813, 4.34857)
H (2.40636, 1.61767, 3.46686)
H (-1.53936, 1.77372, 2.08949)

***

| no. | gap between HOMO and LUMO (eV) | LUMO energy (eV) |
| --- | --- | --- |
| 1 | 7.502 | -1.12 |
| 2 | 8.215 | -0.56 |
| 3 | 7.540 | 0.06 |